Below is a molecular structure, C27H32BN9O2PTi, with properties calculated with the ωB97M-V functional and the def2-TZVPD basis.

Positions of all 73 atoms, in Å:
1 Ti -0.1240 0.0604 -0.1380
2 P -1.9323 -1.1215 1.6280
3 O 3.4422 0.7603 6.5317
4 O 2.6413 2.7153 7.1865
5 N 1.1182 0.3543 -1.8135
6 N 2.0682 0.2010 0.6964
7 N 0.9753 -2.5830 -1.3319
8 N -1.4587 -0.8818 -1.5451
9 N -1.1696 1.7501 -1.0614
10 N -0.2149 1.5947 1.3852
11 N -0.9805 -1.6486 -2.5625
12 N 1.2550 -0.5658 -2.8073
13 N 0.6463 -1.9762 -0.1680
14 C -2.7826 -0.7887 -1.7448
15 C 0.4731 1.6534 2.6774
16 C -3.3603 0.0000 1.8449
17 C 1.8335 1.4232 -2.1943
18 C 2.0402 -0.0816 -3.7705
19 C 1.4776 0.5290 4.5415
20 C -2.6193 -2.6693 0.9708
21 C 1.5641 -3.7603 -1.0856
22 C -1.5270 2.7278 -0.2214
23 C -0.9931 2.5657 1.1367
24 C 1.6408 -3.9378 0.2839
25 C -3.1675 -1.4968 -2.8703
26 C 0.9029 2.8713 3.1786
27 C 1.5938 2.9197 4.3857
28 C 1.8805 1.7491 5.0721
29 C 1.0521 -2.7921 0.8066
30 C 4.4873 0.2429 1.6918
31 C 0.7798 0.4857 3.3519
32 C -2.5323 4.0003 -1.9520
33 C -1.9817 -2.0269 -3.3577
34 C 2.7180 1.6876 6.3248
35 C -1.4628 1.9023 -2.3540
36 C -2.2159 3.8522 -0.6044
37 C 2.4372 1.2012 -3.4197
38 C 3.1265 0.2191 1.1303
39 C -2.1334 3.0193 -2.8349
40 C -1.6862 -1.6390 3.3662
41 B 0.5452 -1.9391 -2.6680
42 H 4.7081 -0.7251 2.1381
43 H 2.2686 -0.6786 -4.6396
44 H 2.0537 -4.7759 0.8186
45 H -4.1587 -1.6158 -3.2734
46 H -1.4424 -0.7990 4.0117
47 H 0.7874 -2.6490 -3.6020
48 H -3.3979 -0.2105 -1.0733
49 H -2.9059 -2.5997 -0.0750
50 H 1.8837 2.2946 -1.5598
51 H -3.5904 0.5726 0.9469
52 H 1.8798 -4.3940 -1.8997
53 H -3.1325 0.7058 2.6455
54 H -1.8585 -3.4464 1.0610
55 H 1.9530 3.8772 4.7448
56 H -1.1500 1.1081 -3.0159
57 H -0.9023 -2.3928 3.4522
58 H 1.9516 3.3427 6.9295
59 H -2.3325 3.1026 -3.8946
60 H 3.0769 1.8658 -3.9749
61 H 4.5548 1.0156 2.4554
62 H -2.6219 -2.0834 3.7089
63 H 0.9116 -2.5195 1.8425
64 H 0.7653 3.7845 2.6131
65 H -1.2325 3.3033 1.8987
66 H 0.5018 -0.4688 2.9333
67 H -3.0650 4.8752 -2.3007
68 H 5.2075 0.4484 0.9024
69 H -3.4861 -2.9554 1.5674
70 H -2.4858 4.6008 0.1297
71 H -4.2480 -0.5645 2.1320
72 H -1.7853 -2.6454 -4.2199
73 H 1.7436 -0.3804 5.0657

The value obtained for the strongest force on any atom is 0.0281 Eh/bohr. The net charge is +2. As for the expectation value of S²: 0.7548. The value obtained for the lowest unoccupied orbital energy (alpha / beta) is -6.65 / -6.82 eV. As for the spin multiplicity: 2. Its calculated total energy is -79096.984 eV.